Computed, not measured: C20H18FeN6O11P as an isolated structure at a distorted geometry, with the ωB97M-V functional and the def2-TZVPD basis.

XYZ file:
```
57
C20H18FeN6O11P, DFT the ωB97M-V functional and the def2-TZVPD basis
Fe 0.93990 -1.54033 0.74019
O 3.15827 -3.30777 3.78557
C 2.77555 -2.67519 2.82878
O 1.80530 -2.93708 2.04515
C 3.56931 -1.42112 2.37865
C 4.76978 -0.98449 2.92840
C 5.40512 0.09179 2.32154
C 4.86615 0.67788 1.17940
C 3.66689 0.16840 0.69841
N 3.05678 -0.82731 1.32086
C 2.92821 0.59179 -0.57301
O 3.24671 1.56993 -1.22046
O 1.96425 -0.21395 -0.83981
H 5.17535 -1.48924 3.79297
H 6.33381 0.46273 2.73205
H 5.35802 1.49333 0.67055
O -2.86445 0.13914 -0.54303
C -2.08311 -0.52736 0.13032
O -1.07125 -1.15985 -0.33006
C -2.30456 -0.67704 1.61421
C -3.57041 -0.86806 2.09913
C -3.76454 -1.18601 3.44945
C -2.67848 -1.33915 4.29898
C -1.39904 -1.09322 3.83345
C -1.15697 -0.69250 2.47897
O -0.00611 -0.36241 2.05490
N -0.28278 -1.30448 4.71077
O 0.82419 -0.97409 4.33245
O -0.51917 -1.80604 5.79066
N -5.09746 -1.39554 3.92727
O -5.24547 -1.71146 5.09003
O -6.00455 -1.24371 3.13085
H -4.42717 -0.78748 1.44402
H -2.82989 -1.65061 5.32412
C -0.84998 1.19044 -4.98847
N -1.89551 0.93425 -3.93028
C -1.95597 2.13307 -2.99628
N -0.67796 2.46575 -2.49761
C 0.27452 2.69678 -3.56416
N 0.40366 1.52789 -4.41927
C 1.06051 0.42803 -3.73905
P 0.10817 -0.19400 -2.22950
C -1.55462 -0.28402 -3.16712
C -0.17367 1.51771 -1.52334
H -1.20062 2.01517 -5.62050
H -0.75329 0.28048 -5.58976
H -2.81218 0.81322 -4.36954
H -2.62231 1.86817 -2.17009
H -2.36460 2.96876 -3.57361
H 1.24574 2.93474 -3.12866
H -0.06573 3.54034 -4.17329
H 2.03802 0.76083 -3.38766
H 1.20627 -0.39215 -4.44684
H -2.32951 -0.44962 -2.41491
H -1.53432 -1.13633 -3.85175
H 0.78315 1.88908 -1.15785
H -0.86795 1.47192 -0.68622
```

For the energy above the lowest of the compared OMol25 structures with the same formula, charge and spin, the calculation gives 18.1 kcal/mol. The spin multiplicity is 6. The max |F| comes out at 3.41 eV Å⁻¹. As for the LUMO energy (alpha / beta): -0.0119 / -0.1069 Eh. The calculation puts the molar mass at 605.21 Da. Its HOMO-LUMO gap (alpha / beta) is 0.287 / 0.191 Ha. The value obtained for the electronic energy is -96165.132 eV.